Record 1
60
Properties=species:S:1:pos:R:3 method="wB97M-V/def2-TZVPD" spin_multiplicity=1 total_charge=0 relative_energy_ev=0.4900
Sc 0.1525 -0.4063 -0.4392
N -0.1876 1.7460 -1.3192
C -1.5696 1.9821 -1.7925
C -2.5442 1.1538 -0.9734
N -2.1305 -0.2705 -1.0205
H 0.0388 2.3494 -0.5335
H 0.4980 1.9752 -2.0305
H -1.6216 1.6683 -2.8342
H -1.8555 3.0321 -1.7477
H -3.5566 1.3020 -1.3467
H -2.5167 1.4726 0.0659
H -2.3096 -0.6478 -1.9492
H -2.6917 -0.8194 -0.3775
O 1.1365 -3.0542 2.3657
C 1.2892 -2.3740 1.3798
O 0.3266 -2.0487 0.5311
C 2.6549 -1.8324 1.0105
C 3.7628 -2.6206 1.2088
C 5.0119 -2.1640 0.8166
C 5.1722 -0.9420 0.2109
C 4.0605 -0.1490 0.0087
C 2.7817 -0.5352 0.4490
O 1.7496 0.2800 0.4016
N 4.2711 1.1217 -0.7066
O 3.3147 1.6561 -1.2370
O 5.3732 1.6310 -0.6264
N 6.1951 -3.0133 1.0262
O 7.2745 -2.5755 0.6756
O 6.0158 -4.1292 1.4740
H 3.6622 -3.5968 1.6648
H 6.1468 -0.6044 -0.1059
C 0.9433 -1.1864 -2.4191
C -0.1227 -1.5386 -3.3563
C -0.6967 -2.8230 -3.3815
C -1.7586 -3.1301 -4.2104
C -2.3058 -2.1615 -5.0534
C -1.7577 -0.8802 -5.0473
C -0.6950 -0.5799 -4.2145
C -3.4126 -2.4773 -5.9220
N -4.2969 -2.7306 -6.6144
H 1.5715 -0.3699 -2.7822
H 1.5632 -2.0362 -2.1407
H -0.2930 -3.5858 -2.7242
H -2.1745 -4.1299 -4.2169
H -2.1693 -0.1254 -5.7080
H -0.2653 0.4184 -4.2410
C -0.7735 0.8215 6.0311
C -0.7880 0.6920 4.5342
C -0.2992 1.6943 3.7039
C -0.3241 1.5167 2.3360
N -0.8068 0.4230 1.7430
C -1.2825 -0.5418 2.5432
C -1.2924 -0.4478 3.9175
H -0.2276 1.7070 6.3511
H -0.3132 -0.0562 6.4864
H -1.7935 0.8906 6.4142
H 0.1175 2.6047 4.1171
H 0.0831 2.2865 1.6890
H -1.6324 -1.4438 2.0601
H -1.6679 -1.2767 4.5062

***

Record 2
93
Properties=species:S:1:pos:R:3 method="wB97M-V/def2-TZVPD" spin_multiplicity=1 total_charge=+1 relative_energy_ev=0.0000
C 6.8610 1.3680 31.7330
N 6.3450 0.6480 30.5520
C 7.2880 1.0110 29.4480
C 6.5730 -0.8480 30.6990
C 4.9420 1.0640 30.4320
C 4.3300 0.4700 29.0870
O 3.0180 0.8710 28.9330
H 7.8720 0.9410 32.0370
H 6.4270 1.0000 32.8050
H 6.8340 2.4770 31.5880
H 6.9060 2.0850 29.3170
H 7.0340 0.4230 28.5700
H 8.2250 0.9380 29.7680
H 7.5330 -1.2920 30.8080
H 6.2680 -1.4010 29.6440
H 5.7690 -1.4780 31.1870
H 4.9340 2.0640 30.6280
H 4.4100 0.6300 31.3350
H 4.3440 -0.5730 29.1060
H 4.7430 0.7920 28.0230
H 2.8540 1.3640 28.1060
C 3.7700 1.1400 36.8610
C 4.5210 0.3060 35.8630
C 3.9800 -0.0830 34.5500
O 4.6090 -0.6230 33.7340
C 2.5550 0.3910 34.3110
C 1.8320 1.1970 35.3900
C 2.4540 1.6290 36.6340
O 1.9460 2.4250 37.4650
O 0.5370 1.5910 35.0290
O 5.7600 -0.1230 36.1510
H 4.2400 1.3260 37.8710
H 2.2460 0.2380 33.3860
H 0.2800 1.0480 34.4250
H 6.0540 -0.7470 35.5350
C 11.7150 -1.2000 29.4140
C 13.1860 -0.8460 29.2580
C 14.2120 -1.5680 29.9390
O 15.3450 -1.3980 29.6660
C 13.8060 -2.5340 30.8730
C 12.3710 -2.7700 31.1310
C 11.2750 -2.1000 30.3760
O 10.0630 -2.2950 30.6460
O 12.0230 -3.5710 32.1930
O 13.6000 0.1560 28.3070
H 11.0900 -0.3500 28.9020
H 14.3410 -3.1700 31.5250
H 12.9060 -3.9660 32.6960
H 14.4860 0.0740 28.3980
C 12.3610 2.1190 32.2500
C 13.5310 2.8410 31.7470
C 13.3850 4.0210 30.8430
O 14.3300 4.8250 30.6190
C 12.0570 4.3460 30.3120
C 10.9360 3.3890 30.6550
C 11.0150 2.3960 31.7900
O 10.1270 1.7270 32.2700
O 9.7800 3.2510 29.9760
O 14.8280 2.6100 32.1620
H 12.5650 1.1670 32.9160
H 11.8640 5.1950 29.6750
H 9.4950 4.0120 29.5420
H 15.4010 3.3130 31.8730
C 6.8340 5.7470 32.2690
C 6.3850 5.2580 30.9370
O 7.2110 4.8560 30.0620
C 4.9410 5.4660 30.5180
H 7.2240 4.8750 32.6640
H 6.0660 6.2710 32.9210
H 7.6680 6.2710 32.2340
H 4.6440 6.4370 30.2770
H 4.3680 5.1410 31.4180
H 4.7390 4.6110 29.8690
C 8.4780 2.6290 24.4590
C 7.8540 1.3060 24.7080
O 7.6700 0.8360 25.8080
C 6.9930 0.7400 23.4970
H 8.4760 2.6780 23.4170
H 9.4410 2.5690 24.7350
H 7.9210 3.4750 25.1640
H 6.6010 1.6750 22.8260
H 6.0420 0.1870 24.0510
H 7.6790 0.0410 22.8010
C 3.1320 2.3260 23.7840
C 2.8150 1.9960 25.1210
O 3.6240 1.6270 25.9800
C 1.3470 2.2180 25.5270
H 4.0280 1.9720 23.4750
H 2.9560 3.2840 23.3960
H 2.4300 1.6390 23.0780
H 1.1060 2.5010 26.5100
H 0.7770 1.2420 25.4840
H 0.7830 2.9930 25.0900

***

Record 3
51
Properties=species:S:1:pos:R:3 method="wB97M-V/def2-TZVPD" spin_multiplicity=1 total_charge=-1 relative_energy_ev=0.0000
C -4.4686 0.4096 -0.5135
C -2.9803 0.1308 -0.3893
O -2.6516 0.1966 0.9717
C -1.1890 0.2798 1.2276
C -0.4135 -0.9705 1.3446
O -0.8558 -1.9089 0.2984
C 0.1384 -2.4824 -0.4958
C 1.3251 -1.5777 -0.7931
C 2.2912 -2.2068 -1.7793
O 0.8463 -0.3494 -1.3579
H -5.0069 -0.1944 0.2197
H -4.8510 0.1745 -1.5116
H -4.6678 1.4671 -0.3124
H -2.4027 0.8845 -0.9513
H -2.7170 -0.8436 -0.8166
H -0.8293 0.9819 0.4531
H -1.1166 0.7907 2.1947
H -0.6675 -1.4507 2.3030
H -0.3304 -2.7768 -1.4481
H 0.5457 -3.4044 -0.0335
H 1.7923 -1.3713 0.1703
H 2.6913 -3.1547 -1.4091
H 3.1198 -1.5245 -1.9833
H 1.7695 -2.4017 -2.7227
H 0.9675 0.3176 -0.6735
C 7.4183 -2.6001 -1.6610
C 6.9171 -3.0467 -0.3133
C 6.6609 -4.5376 -0.1632
O 5.5847 -4.5769 0.7688
C 4.9017 -3.3971 0.6836
O 3.8510 -3.1815 1.1766
O 5.6112 -2.5136 -0.0656
H 8.3693 -3.0882 -1.8832
H 6.6948 -2.8627 -2.4332
H 7.5705 -1.5224 -1.6789
H 7.5729 -2.6957 0.4904
H 7.5020 -5.0988 0.2362
H 6.3315 -4.9771 -1.1097
C -4.0952 3.8535 1.8879
C -4.9724 5.0377 1.6005
C -6.0771 4.7945 0.5871
O -6.2340 6.0820 -0.0211
C -5.0694 6.7611 0.1223
O -4.8248 7.7942 -0.4148
O -4.2388 6.1019 0.9532
H -4.7029 3.0369 2.2808
H -3.6082 3.5020 0.9781
H -3.3259 4.0918 2.6198
H -5.3884 5.4622 2.5197
H -7.0252 4.4896 1.0210
H -5.7627 4.0763 -0.1741

***

Record 4
96
Properties=species:S:1:pos:R:3 method="wB97M-V/def2-TZVPD" spin_multiplicity=1 total_charge=+4 e_tot_ha=-2424.16572
C -0.1566 -5.4237 -0.8331
C -1.2105 -4.6946 -1.5862
O -2.3592 -4.8990 -1.4115
N -0.7213 -3.7045 -2.5954
H -0.5896 -4.2274 -3.4494
H -1.4275 -3.0792 -2.9564
C 0.5432 -2.9222 -2.1249
H -0.5936 -6.0350 -0.0435
H 0.5877 -4.7931 -0.3467
H 0.2564 -6.1568 -1.5259
H 1.3078 -3.3943 -2.7419
H 0.5643 -2.9283 -1.0352
H 0.4482 -1.8482 -2.2848
C -7.2944 0.2333 -0.4807
C -5.9307 0.3199 -0.9979
O -5.5601 1.2639 -1.6311
N -4.9183 -0.8770 -0.9748
H -5.3548 -1.7401 -0.6840
H -4.5561 -1.0786 -1.8958
C -3.7069 -0.8608 -0.0344
H -7.6557 1.2431 -0.6754
H -7.3875 0.1752 0.6038
H -7.6772 -0.6281 -1.0281
H -3.4606 0.1921 0.1034
H -2.9184 -1.4425 -0.5119
H -3.9151 -1.4306 0.8711
C 4.8339 -0.0447 -1.2355
N 5.1517 0.1225 0.3014
C 4.5431 1.4049 0.8777
C 4.4146 -0.9864 1.0475
C 6.6785 -0.0347 0.7332
C 7.7191 0.6702 -0.1760
O 7.5773 2.0453 -0.1129
H 5.0599 -1.0508 -1.5885
H 5.3287 0.7055 -1.8523
H 3.7722 0.1718 -1.3535
H 4.5620 1.4519 1.9665
H 3.5011 1.4995 0.5719
H 5.0428 2.1850 0.3034
H 4.3650 -0.8203 2.1236
H 4.8828 -1.9209 0.7382
H 3.3702 -0.8925 0.7500
H 7.0385 -1.0626 0.7780
H 6.6709 0.4863 1.6905
H 7.5851 0.6485 -1.2575
H 8.7204 0.2945 0.0343
H 8.3213 2.4944 -0.5207
C 1.6414 -0.0138 5.4075
N 0.1352 0.0112 5.8236
C 0.2054 -0.0062 7.3059
C -0.5779 1.1938 5.2495
C -0.8109 -1.2089 5.5641
C -0.8835 -1.7671 4.1047
O 0.3819 -2.1352 3.6600
H 1.9609 1.0111 5.5962
H 1.8040 -0.2351 4.3527
H 2.2498 -0.6392 6.0608
H 0.8144 -0.8514 7.6266
H -0.7743 -0.1325 7.7666
H 0.6082 0.9733 7.5635
H -0.0532 2.1485 5.2853
H -1.5470 1.1831 5.7483
H -0.7812 1.0332 4.1908
H -1.8463 -0.9685 5.8055
H -0.4653 -1.9969 6.2332
H -1.3220 -0.9783 3.4934
H -1.6029 -2.5566 3.8873
H 0.3423 -2.0037 2.7099
C -3.6892 2.4847 -3.6172
N -2.6724 3.0291 -4.6975
C -3.2299 2.5582 -6.1240
C -2.4642 4.5272 -4.7508
C -1.2014 2.3873 -4.4036
C -0.5333 2.8511 -3.1288
O -1.1306 2.3281 -2.0216
H -3.6366 1.3965 -3.6531
H -4.6230 2.9607 -3.9165
H -3.4071 2.9272 -2.6619
H -2.4144 2.4998 -6.8449
H -4.0276 3.2328 -6.4348
H -3.6018 1.5607 -5.8899
H -1.7960 4.8419 -5.5524
H -2.1942 4.8142 -3.7345
H -3.3548 5.0288 -5.1294
H -0.6347 2.7895 -5.2433
H -1.2430 1.2998 -4.4650
H -0.4015 3.9288 -3.0325
H 0.5230 2.5947 -3.0466
H -0.6258 1.5193 -1.9089
P 0.1863 -0.2918 0.4591
F -1.2221 0.2399 1.0887
F 0.7402 1.2060 0.2148
F 0.9941 -0.2741 1.8596
F 1.4671 -0.8467 -0.2712
F -0.2477 -1.8327 0.9205
F -0.4910 -0.4527 -0.9986

***

Record 5
32
Properties=species:S:1:pos:R:3 method="wB97M-V/def2-TZVPD" spin_multiplicity=1 total_charge=+2 relative_energy_ev=0.5887
Y -3.7613 -1.3930 0.5300
O -3.9164 0.2117 1.9349
H -3.7369 0.8837 2.5945
O -1.4690 -1.2524 0.3585
P -0.2232 -0.4683 -0.0572
N 0.1596 -0.6394 -1.6558
C -0.5870 0.2185 -2.5875
C 0.6733 -1.8867 -2.2286
N 1.1360 -0.9672 0.7910
C 0.9224 -1.3697 2.1753
C 2.4247 -0.3123 0.5429
N -0.2991 1.1972 0.3126
C -1.2074 1.7533 1.3507
C 0.5878 2.1107 -0.3822
H -1.2208 -0.4730 -3.1622
H 0.1640 0.6707 -3.2351
H -1.3186 0.8524 -2.0897
H 1.2038 -2.4675 -1.4758
H 1.2862 -1.5957 -3.0782
H -0.1396 -2.5583 -2.5246
H 0.2860 -0.6574 2.7129
H 0.4514 -2.3495 2.2866
H 1.8715 -1.4520 2.6994
H 3.2223 -0.9641 0.9011
H 2.6045 -0.2136 -0.5256
H 2.5804 0.6436 1.0424
H -1.1318 1.1639 2.2647
H -0.9701 2.7977 1.5130
H -2.1920 1.5663 0.9225
H 1.3453 2.5208 0.2812
H 0.1151 2.8449 -1.0438
H 1.1389 1.5845 -1.1680